# 1
Computed, not measured: a structure of composition C22H42Br6O10S5 at a distorted geometry, with ωB97M-V/def2-TZVPD.

Geometry as XYZ:
```
85
C22H42Br6O10S5 (ωB97M-V/def2-TZVPD)
C -0.34 1.59 -5.74
Br 0.20 3.21 -4.76
Br -1.15 0.24 -4.50
Br 1.16 0.75 -6.75
H -1.15 1.80 -6.44
C -1.85 6.17 -1.82
Br -3.05 6.79 -0.37
Br 0.05 6.41 -1.14
Br -2.07 7.32 -3.48
H -2.10 5.13 -2.00
C -0.59 1.88 -1.22
C -1.06 0.41 -0.92
C 0.08 -0.31 -0.24
S 1.00 0.96 0.80
O 2.44 0.64 0.63
O 0.40 0.95 2.15
C 0.44 2.36 -0.20
H -1.34 2.67 -1.25
H -0.20 1.70 -2.22
H -1.48 -0.19 -1.73
H -1.96 0.50 -0.31
H 0.81 -0.69 -0.95
H -0.18 -1.16 0.39
H 1.38 2.35 -0.75
H 0.50 3.30 0.35
C 2.88 7.05 4.39
C 3.50 5.84 3.69
C 2.50 4.60 3.61
S 0.93 5.48 3.22
O -0.15 5.04 4.11
O 0.84 5.59 1.79
C 1.41 7.16 3.87
H 3.36 7.96 4.01
H 2.92 7.06 5.48
H 4.54 5.71 3.99
H 3.70 6.00 2.63
H 2.13 4.27 4.58
H 2.75 3.80 2.92
H 0.73 7.21 4.72
H 1.09 7.88 3.12
C 3.58 -2.91 4.62
C 3.08 -1.65 3.95
C 4.28 -1.16 3.07
S 4.83 -2.66 2.11
O 6.29 -2.99 2.22
O 4.17 -2.60 0.83
C 4.02 -3.83 3.38
H 2.79 -3.34 5.24
H 4.47 -2.71 5.22
H 2.93 -0.89 4.72
H 2.14 -1.79 3.42
H 5.12 -0.94 3.73
H 4.30 -0.24 2.49
H 4.65 -4.72 3.48
H 3.26 -4.14 2.66
C 0.63 -3.89 -1.10
C 1.06 -5.25 -1.68
C 0.38 -6.33 -0.83
S -1.38 -5.80 -0.64
O -1.77 -6.04 0.74
O -2.18 -6.27 -1.75
C -0.91 -3.97 -1.03
H 1.01 -3.05 -1.68
H 0.94 -3.69 -0.07
H 2.10 -5.55 -1.54
H 0.82 -5.39 -2.74
H 0.74 -6.44 0.19
H 0.45 -7.30 -1.34
H -1.36 -3.26 -0.34
H -1.44 -3.83 -1.98
C -4.44 -2.95 -3.34
C -4.42 -1.47 -3.72
C -5.88 -1.02 -4.04
S -7.00 -2.09 -2.89
O -7.95 -2.83 -3.74
O -7.29 -1.36 -1.68
C -5.62 -3.32 -2.36
H -3.47 -3.40 -3.12
H -4.73 -3.59 -4.17
H -3.76 -1.29 -4.56
H -4.06 -0.79 -2.95
H -6.13 -1.29 -5.07
H -6.10 0.02 -3.82
H -5.94 -4.34 -2.20
H -5.26 -3.11 -1.35
```

Net charge: +1
HOMO-LUMO gap (alpha / beta): 0.29553 / 0.05758 hartree
⟨S²⟩: 0.756
Spin multiplicity: 2
Energy above the lowest of the compared OMol25 structures with the same formula, charge and spin: 1.877 eV
E: -19050.27150 Ha

# 2
Computed, not measured: a structure of composition C22H42CdN5O10P2S2 at a distorted geometry, with ωB97M-V/def2-TZVPD.

Geometry as XYZ:
```
84
C22H42CdN5O10P2S2 (ωB97M-V/def2-TZVPD)
Cd -0.15 0.71 0.60
C 1.42 -4.96 -1.78
N 1.18 -3.67 -2.41
C 1.97 -3.38 -3.60
C 0.24 -2.84 -1.92
O -0.51 -3.11 -1.00
C 0.13 -1.47 -2.61
O -0.74 -0.60 -1.92
C -2.10 -0.97 -2.01
C -2.80 -0.54 -0.74
O -2.23 0.17 0.11
N -4.06 -0.94 -0.59
C -4.76 -0.66 0.67
C -4.77 -1.65 -1.64
H 2.46 -5.03 -1.47
H 1.20 -5.77 -2.48
H 0.80 -5.05 -0.90
H 2.89 -3.95 -3.56
H 2.23 -2.32 -3.67
H 1.43 -3.66 -4.51
H -0.22 -1.62 -3.64
H 1.09 -0.97 -2.64
H -2.18 -2.05 -2.10
H -2.59 -0.50 -2.86
H -4.05 -0.55 1.47
H -5.41 -1.51 0.89
H -5.37 0.24 0.58
H -4.35 -2.64 -1.83
H -4.78 -1.09 -2.58
H -5.80 -1.78 -1.32
C 1.20 2.58 3.39
C 0.00 3.11 2.67
N -0.34 2.80 1.45
C -1.49 3.45 1.05
C -2.02 4.27 1.99
S -1.08 4.22 3.41
C -1.94 3.29 -0.34
C -3.06 3.81 -0.89
S -3.09 3.47 -2.56
C -1.59 2.61 -2.42
N -1.13 2.59 -1.21
C -0.93 2.03 -3.62
H 1.88 2.17 2.65
H 0.90 1.78 4.07
H 1.69 3.37 3.96
H -2.90 4.89 1.92
H -3.85 4.37 -0.41
H -1.51 2.25 -4.52
H -0.84 0.95 -3.51
H 0.07 2.45 -3.74
N 1.28 -2.87 3.85
C 0.56 -2.34 2.59
C 0.02 -3.54 1.82
P 1.93 -1.44 1.68
O 2.35 -0.56 3.01
O 3.00 -2.41 1.41
O 1.54 -0.46 0.60
P -0.87 -1.22 3.11
O -0.58 -1.28 4.73
O -2.16 -1.86 2.80
O -0.58 0.19 2.66
H 1.40 -3.87 3.79
H 0.74 -2.59 4.67
H 2.20 -2.42 3.92
H 0.85 -4.18 1.50
H -0.51 -3.21 0.93
H -0.68 -4.10 2.44
H 3.13 -0.03 2.81
H -1.38 -1.00 5.21
C 3.35 4.30 1.24
C 3.34 3.68 -0.13
O 2.42 2.59 -0.17
C 2.38 1.95 -1.44
C 3.51 0.95 -1.63
H 4.00 5.17 1.25
H 3.71 3.59 1.99
H 2.34 4.61 1.52
H 4.35 3.33 -0.39
H 3.04 4.42 -0.88
H 2.41 2.72 -2.22
H 1.42 1.45 -1.48
H 4.49 1.42 -1.50
H 3.48 0.54 -2.65
H 3.41 0.14 -0.92
```

Net charge: +1
HOMO-LUMO gap: 0.33040 hartree
Energy above the lowest of the compared OMol25 structures with the same formula, charge and spin: 1.288 eV
E: -3536.60980 Ha

# 3
Computed, not measured: a structure of composition C22H42Cl3CoN4O4Si at a distorted geometry, with ωB97M-V/def2-TZVPD.

Geometry as XYZ:
```
77
C22H42Cl3CoN4O4Si (ωB97M-V/def2-TZVPD)
C 2.73 -2.71 -2.51
C 2.23 -1.81 -3.57
H 2.25 -3.69 -2.61
H 2.51 -2.32 -1.51
H 3.82 -2.87 -2.59
C 2.05 -2.20 -4.85
C 2.37 -3.55 -5.37
H 1.72 -1.49 -5.61
H 1.91 -4.37 -4.82
H 3.45 -3.73 -5.40
H 2.02 -3.59 -6.40
Co 2.59 0.21 0.73
Cl 3.73 0.29 2.58
Cl 3.83 0.75 -0.95
C 1.30 2.78 1.57
O 1.24 1.58 1.21
N 0.21 3.41 2.01
C -0.99 2.62 2.27
C 0.16 4.86 1.95
H 2.24 3.36 1.52
H -0.81 1.94 3.13
H -1.28 2.03 1.39
H -1.79 3.31 2.54
H 1.04 5.29 2.44
H -0.75 5.21 2.44
H 0.15 5.22 0.91
H 0.33 -4.09 3.50
H -0.95 -3.66 0.71
C -0.74 -4.36 3.51
C -1.84 -3.77 1.34
N -1.53 -3.43 2.73
H -1.11 -4.34 4.54
C -1.98 -2.29 3.30
O -2.57 -1.36 2.71
H -2.64 -3.13 0.99
H -1.79 -2.24 4.39
H -0.86 -5.36 3.09
H -2.14 -4.83 1.31
O 0.91 -0.55 -2.07
C 1.84 -0.41 -3.12
C 0.26 0.22 -4.97
C 1.38 0.54 -4.21
H -0.23 -0.75 -4.80
C -0.19 1.11 -5.94
H 2.76 -0.01 -2.66
C 2.06 1.75 -4.38
H -1.10 0.85 -6.50
C 0.53 2.28 -6.19
C 1.65 2.61 -5.41
H 2.90 1.96 -3.73
H 0.20 2.95 -6.98
H 2.21 3.53 -5.58
Si -0.47 0.24 -1.54
Cl 1.42 -1.70 0.56
C -1.90 -0.02 -2.74
C -0.14 2.08 -1.64
C -1.24 -0.40 0.03
H -1.85 0.63 -3.62
H -2.83 0.19 -2.19
H -1.92 -1.07 -3.05
H -1.05 -1.48 0.09
H -2.32 -0.22 0.08
H -0.78 0.06 0.90
H -0.13 2.41 -2.68
H 0.82 2.36 -1.19
H -0.95 2.62 -1.12
C -1.12 1.53 7.84
N -2.17 1.02 7.01
C -2.02 0.86 5.65
N -3.16 0.37 5.05
O -0.98 1.13 5.05
H -0.21 1.61 7.25
H -0.95 0.85 8.69
H -1.40 2.52 8.23
H -3.06 0.81 7.42
H -3.02 -0.07 4.14
H -3.83 -0.07 5.66
```

Net charge: -1
HOMO-LUMO gap (alpha / beta): 0.27009 / 0.26857 hartree
⟨S²⟩: 3.757
Spin multiplicity: 4
Energy above the lowest of the compared OMol25 structures with the same formula, charge and spin: 0.000 eV
E: -4436.58593 Ha

# 4
Computed, not measured: a structure of composition C22H42Cl3N2O3SSiSr at a distorted geometry, with ωB97M-V/def2-TZVPD.

Geometry as XYZ:
```
75
C22H42Cl3N2O3SSiSr (ωB97M-V/def2-TZVPD)
C 2.16 -1.45 -5.38
C 1.55 -0.13 -5.04
H 2.52 -1.50 -6.41
H 1.44 -2.25 -5.23
H 3.01 -1.66 -4.71
C 1.31 0.85 -5.93
C 1.08 0.57 -7.38
H 1.32 1.90 -5.63
H 0.63 -0.43 -7.50
H 2.00 0.61 -7.98
H 0.38 1.29 -7.85
Sr -0.44 -1.18 1.70
Cl 2.36 -0.81 1.95
Cl -1.49 -3.56 2.64
C 0.34 1.95 1.38
O -0.73 1.28 1.41
N 0.39 3.27 1.26
C -0.83 4.07 1.28
C 1.67 3.97 1.23
H 1.32 1.43 1.48
H -1.68 3.39 1.31
H -0.89 4.69 0.38
H -0.84 4.71 2.17
H 2.46 3.20 1.14
H 1.84 4.53 2.16
H 1.73 4.65 0.38
H -2.29 -2.21 -3.06
H -2.41 0.62 -3.79
C -3.16 -1.86 -2.49
C -3.21 0.56 -3.04
N -2.94 -0.48 -2.06
H -3.33 -2.49 -1.62
C -2.60 -0.19 -0.78
O -2.66 -0.97 0.19
H -3.30 1.52 -2.51
H -2.21 0.84 -0.67
H -4.03 -1.86 -3.15
H -4.15 0.34 -3.56
O 0.05 -0.95 -3.32
C 1.03 -0.06 -3.56
C -0.34 1.88 -2.54
C 0.89 1.35 -2.94
H -1.18 1.21 -2.44
C -0.49 3.25 -2.28
H 1.92 -0.49 -3.04
C 2.02 2.14 -2.82
H -1.48 3.68 -2.10
C 0.65 4.08 -2.22
C 1.92 3.50 -2.43
H 2.99 1.69 -3.02
H 0.55 5.16 -2.04
H 2.81 4.11 -2.33
Si 0.42 -3.96 -1.13
Cl 0.18 -1.77 -0.79
C -1.23 -4.81 -0.86
C 1.42 -4.39 0.40
C 1.25 -4.22 -2.77
H -2.04 -4.08 -0.71
H -1.17 -5.40 0.08
H -1.50 -5.50 -1.68
H 0.52 -4.23 -3.59
H 1.78 -5.18 -2.76
H 1.98 -3.43 -2.99
H 2.25 -3.66 0.54
H 1.86 -5.43 0.38
H 0.78 -4.33 1.32
C -0.23 -1.34 5.71
S -0.31 0.08 4.61
C -2.11 0.35 4.60
H -0.52 -2.25 5.19
H -0.86 -1.16 6.59
H 0.82 -1.41 6.04
H -2.50 0.11 5.60
H -2.30 1.40 4.37
H -2.58 -0.30 3.84
```

Net charge: -1
HOMO-LUMO gap: 0.21642 hartree
E: -3297.92536 Ha

> The lowest E belongs to which entry?

C22H42Br6O10S5

> E of number 1 (C22H42Br6O10S5)?

-19050.27150 Ha

> Number 2 is which compound?

C22H42CdN5O10P2S2